<w>
The following is a DFT calculation (wB97M-V/def2-TZVPD) of a single CH5N3O2S molecule.

Kohn-Sham gap (spin up / spin down), Eh: 0.2825 / 0.2825
E_LUMO (spin up / spin down), eV: -0.19 / -0.19
Molecular weight, g mol⁻¹: 123.137
Highest occupied orbital energy (spin up / spin down), eV: -7.88 / -7.88

ORCA input file:
```
! wB97M-V def2-TZVPD RIJCOSX def2/J DEFGRID3
* xyz 0 1
C -2.03 0.65 -0.90
N -0.71 -1.22 -1.08
N -0.88 -0.01 -0.79
N 1.43 -0.04 1.70
O 2.17 -0.63 -0.61
O 0.19 0.86 -0.24
S 1.85 0.57 0.17
H -2.97 0.34 -1.23
H -2.21 1.58 -0.35
H 0.27 -1.59 -1.12
H 0.85 -0.90 2.05
H 2.04 0.39 2.39
*
```

---

<x>
The following is a DFT calculation (wB97M-V/def2-TZVPD) of a single CH5N3O2S molecule.

Kohn-Sham gap, Eh: 0.3542
E_LUMO, eV: 0.72
Molecular weight, g mol⁻¹: 123.137
Highest occupied orbital energy, eV: -8.91
SMILES string: O/N=C(\NO)NS

ORCA input file:
```
! wB97M-V def2-TZVPD RIJCOSX def2/J DEFGRID3
* xyz 0 1
C 0.04 0.29 -0.06
H -0.20 2.25 1.52
H -0.12 2.02 -1.19
H 1.44 -0.17 -1.55
H 0.78 -2.46 -0.01
H -1.08 -0.10 2.65
N -0.24 1.61 -0.28
N 0.49 -0.39 -1.13
N -0.16 -0.34 1.03
O 0.30 2.50 0.67
O -0.92 0.50 1.94
S 0.20 -2.09 -1.20
*
```

---

Which is less stable than every other structure shown? <w> is.